Density functional theory data (the ωB97M-V functional and the def2-TZVPD basis) for a molecular structure, C25H60EuN4OSbSi.

Geometry as XYZ:
```
93
Properties=species:S:1:pos:R:3:forces:R:3
Eu 1.3239 0.7845 1.3391 0.1311 -0.7476 0.6536
Sb -2.5626 -1.2048 -1.2111 2.4445 0.9825 1.5552
Si 4.3068 0.4301 2.5238 -2.3196 0.1842 -0.2499
O 1.7282 0.7614 -0.9795 0.3576 1.1563 -0.9375
N -0.5254 2.0681 2.6559 -0.1019 1.0338 -1.3591
N 2.4313 2.7988 -1.7560 -1.1378 1.3571 1.0190
N 0.7260 -1.1764 3.2071 -1.1180 -0.2930 -0.2473
N 3.1100 0.8122 -2.7610 0.0396 1.0789 -0.3965
C -4.1070 -0.7686 0.5207 1.5236 -1.2707 -3.3417
C 3.3365 3.6949 -2.5157 0.1377 -1.8645 0.7916
C 1.5271 3.4790 -0.7659 1.2769 -0.9625 0.1307
C -1.5136 1.3764 3.4702 -1.5094 0.1529 0.8079
C -3.8563 0.7130 0.7363 0.1980 -0.1460 1.8836
C 4.4052 2.8235 -3.1833 1.3787 0.8300 -0.2161
C -1.4321 0.1279 -3.7119 1.3056 -0.8249 -0.7918
C 3.9199 1.5064 -3.7681 0.8671 0.1814 1.3642
C -2.8210 0.1014 -3.0945 0.4113 -1.4641 2.1256
C 5.2339 2.0184 2.1526 0.4890 0.8604 0.2374
C 4.6854 -0.8652 1.1788 -1.0463 0.0445 0.7347
C -3.6992 -1.6752 1.6776 -1.1546 0.4380 0.9563
C -3.5603 -4.0461 -1.3440 -1.1957 -0.8449 0.0489
C 4.8329 -0.1784 4.2248 0.9722 -1.2656 -0.1997
C -3.2362 1.4963 -2.6371 -0.5824 0.9663 -0.1710
C -2.1828 -3.4409 -1.5732 -1.7316 2.3944 1.0643
C -1.0186 1.1185 4.9032 -0.1838 0.3724 0.4760
C 0.3345 0.4374 5.1120 1.4219 -0.1509 0.0547
C -1.2566 -3.8764 -0.4546 1.8293 0.0040 -0.8603
C 3.0531 -0.6115 -2.9147 -0.0989 0.3438 -0.7263
C 0.4696 -1.0568 4.6654 -0.7616 -0.0004 1.0521
C 2.3925 1.4606 -1.8232 0.2663 -1.5299 0.4843
C -5.4742 -1.0951 -0.1497 0.8034 0.8714 1.0414
C -3.8697 -0.6064 -3.9262 0.2050 0.3387 -0.8125
C -1.6764 -3.5426 -2.9788 0.2605 -0.6274 -0.5286
H -0.9710 -0.8710 -4.0266 -1.2928 1.0303 0.0327
H -1.6582 -3.6521 0.5201 -0.1676 0.2215 0.3544
H -3.4110 2.1397 -3.5327 0.1653 -0.4020 0.2941
H -4.3895 0.9092 1.6942 -0.0746 0.4790 -0.4791
H 1.2992 -1.5037 5.2888 -0.6736 0.3871 -0.9498
H -4.0950 -3.6800 -0.3991 0.8145 -0.2329 -1.4391
H -3.4490 -5.1388 -1.1377 -0.2004 0.4036 -0.5013
H 1.2005 1.0804 4.7137 -1.0824 -1.0838 0.1738
H -1.5960 -4.6344 -3.0747 0.5245 0.0391 -0.7939
H 3.9161 -1.0269 -2.4566 0.5400 -0.8654 0.7545
H -1.7669 0.5377 5.4371 -0.2707 -0.3311 -0.2041
H 5.7121 -1.0705 1.1397 1.7213 -0.6585 -0.0650
H 0.5760 0.3719 6.1906 -0.4731 0.4142 -0.2971
H -4.2395 1.3405 -0.0585 -0.0848 0.0578 0.0203
H -4.7467 -0.9477 -3.3702 0.1231 0.1835 -0.0575
H 4.4290 -0.4496 0.2199 -0.3420 0.1415 -0.5844
H -2.5988 -1.6535 1.9182 -1.0916 0.0244 -0.2400
H -0.2335 -3.4010 -0.5615 -1.1056 -0.3548 0.2383
H 4.8361 0.8915 -4.0113 -1.1670 0.4877 0.1866
H 1.5538 4.5498 -0.9674 -0.0055 -0.1327 0.0538
H 3.1692 -0.7811 -3.9759 -0.2162 -0.3554 -0.3531
H 2.1140 -1.0071 -2.5803 -0.2117 -0.3118 0.3420
H -5.7038 -2.1643 -0.1293 -0.1417 0.3499 0.1223
H -5.5768 -0.7076 -1.1609 0.3112 -0.1227 -0.1582
H 0.4992 3.1160 -0.8689 0.2102 0.0085 0.0786
H 5.7744 -0.7933 4.1369 -0.5974 0.6950 0.2164
H -0.6919 -3.0319 -3.1834 -0.9426 -0.6513 0.4121
H -0.4672 -1.6468 5.0052 1.3060 1.0018 -0.8187
H 4.1162 -1.8011 1.3420 0.3084 0.3860 -0.1410
H -1.8029 0.4371 2.9784 0.2319 0.1558 0.0963
H 4.8888 3.3847 -3.9788 -0.3384 0.2713 -0.4004
H 0.2055 -1.9319 2.7474 -0.0482 0.2482 0.5500
H -4.2275 -3.8916 -2.2543 0.6544 -0.2375 1.2610
H -1.4587 0.8096 -4.5845 0.1132 -0.3657 0.1042
H 3.3407 1.6871 -4.6500 -0.3647 -0.0998 -0.7327
H 5.4665 2.5486 3.0958 0.0324 -0.3553 -0.2002
H -4.3138 -1.3186 2.5863 1.0575 -0.4656 -0.8904
H 5.3033 2.6721 -2.5610 -0.7643 -0.2744 0.4785
H 4.1227 -0.8477 4.7395 0.0748 0.4309 -0.2041
H 6.1936 1.8386 1.6446 -0.2023 0.3105 -0.0754
H 4.6067 2.7676 1.6250 0.5130 -0.5936 -0.1598
H -4.0577 -2.7129 1.5020 0.5443 0.5736 0.0926
H 1.9279 3.3072 0.2879 -0.5172 0.3427 -1.0905
H -1.0315 2.5667 1.8827 0.6434 -0.4334 1.0167
H -4.2073 1.5061 -2.1092 0.3633 -0.1794 -0.2551
H -1.0702 -4.9704 -0.4693 -0.2531 0.3372 -0.2130
H -0.0540 2.7861 3.2065 -0.2213 0.0308 -0.0292
H 5.0305 0.6981 4.8342 0.0407 -0.0118 0.3003
H -4.1745 0.1430 -4.6455 -0.5788 0.0042 -0.6559
H -3.4584 -1.4551 -4.5008 -0.1219 0.3356 0.3903
H -1.0527 2.0616 5.4871 0.3376 -0.1760 -0.5132
H -2.7938 1.0201 0.9846 -0.9566 -0.6975 -0.6565
H 3.7355 4.3946 -1.7740 0.2432 -0.0545 -0.3851
H -6.1407 -0.4696 0.4127 -1.3239 -0.2662 0.5094
H -2.4183 -3.1952 -3.7336 0.5004 -0.2319 0.6112
H 1.6735 -1.4477 3.0985 1.2837 -0.1962 -0.0991
H -2.4700 2.0002 3.5178 1.0921 -0.8381 0.1307
H -2.5301 2.0914 -2.0023 -0.2295 -0.9657 -0.4298
H 2.7378 4.2187 -3.2242 -0.3277 0.5614 -0.7042
H -0.5968 0.4628 -3.0735 -0.7393 0.4332 0.3126
```
Positions in Å, forces in eV/Å.

Properties
2S+1: 8
Total charge: +1
HOMO (alpha / beta) in eV: -8.01 / -7.93

Mulliken atomic charge list, values in e, 8 entries: number 1, Eu, carries 0.87; number 2, Sb, carries 0.62; number 3, Si, carries 0.19; number 4, O, carries -0.48; number 5, N, carries -0.45; number 6, N, carries 0.19; number 7, N, carries -0.40; number 8, N, carries 0.23

Density functional theory data (the ωB97M-V functional and the def2-TZVPD basis) for a molecular structure, C4H6LiO2Yb.

Geometry as XYZ:
```
14
Properties=species:S:1:pos:R:3:forces:R:3
Yb 0.4432 -1.2414 -0.4630 0.3049 1.5067 -0.5176
O 1.8497 -0.5921 1.1611 0.3301 -1.2235 0.2440
O -1.7458 -0.9050 -0.4426 -1.9543 -1.6502 1.5525
C -1.8387 0.3994 -0.6614 0.6707 -1.1180 -0.9748
C 2.2120 0.7867 0.8303 -0.1455 1.1193 0.5401
C -1.0284 1.3502 -0.8720 -1.5886 2.8742 0.0548
C 0.9996 1.4063 0.1439 1.5854 -0.5563 0.3845
Li -2.9983 -1.6831 0.6291 0.0432 0.3004 -0.3607
H 1.4293 2.1083 -0.5887 -0.8671 -0.0623 0.3016
H 0.4275 1.8673 0.9688 -0.0063 0.0536 -0.9306
H 2.4239 -0.9949 1.8171 0.2820 0.1319 0.1784
H -2.2909 1.8067 -0.5067 1.6014 -0.8360 -0.2613
H 3.1465 0.8494 0.2565 -0.3145 -0.4540 -0.0743
H 2.4011 1.2634 1.8024 0.0584 -0.0857 -0.1364
```
Positions in Å, forces in eV/Å.

Properties
Energy relative to the best compared isomer or geometry (same formula, charge and spin) in kJ/mol: 388.6
Total charge: +1
HOMO in eV: -10.02

natural (NBO) atomic charge list, values in e, 8 entries: number 1, Yb, carries 1.57; number 2, O, carries -0.86; number 3, O, carries -1.06; number 4, C, carries -0.02; number 5, C, carries -0.13; number 6, C, carries -0.32; number 7, C, carries -0.80; number 8, Li, carries 0.97

Density functional theory data (the ωB97M-V functional and the def2-TZVPD basis) for 2 unconnected molecules or ions with the total composition C4H6INOS.

Geometry as XYZ:
```
14
Properties=species:S:1:pos:R:3:forces:R:3
I 2.8033 0.0829 -0.0759 -0.4290 0.0914 0.1000
S -0.1224 -3.1495 0.1516 0.0814 -0.0863 0.1025
O -2.6381 -0.2621 -0.2962 -1.0158 0.6807 0.3080
N -0.8683 -1.7880 -0.4556 0.0011 -0.2530 -0.1526
C -1.8045 -1.0667 -0.2886 0.7731 -0.3867 -0.4273
C 0.2415 1.5698 -0.8296 0.1223 0.1219 -0.0811
C 0.2500 0.5352 1.4516 0.1999 -0.0585 0.2267
C 0.8249 0.7925 0.2959 0.4798 -0.0703 -0.0700
H -0.7444 0.8984 1.6551 -0.2515 0.1145 -0.0642
H 0.3632 1.0424 -1.7726 -0.0323 -0.0606 -0.0872
H 0.7529 2.5287 -0.9248 0.0057 0.0218 -0.0489
H 1.0284 -2.8990 -0.4858 0.0878 -0.0813 0.0591
H 0.7288 -0.0332 2.2305 0.1162 -0.0766 0.0833
H -0.8155 1.7487 -0.6558 -0.1386 0.0430 0.0516
```
Positions in Å, forces in eV/Å.

Properties
Energy relative to the best compared isomer or geometry (same formula, charge and spin) in kJ/mol: 143.2
HOMO in eV: -9.05

natural (NBO) atomic charge list, values in e, 8 entries: number 1, I, carries 0.09; number 2, S, carries 0.25; number 3, O, carries -0.52; number 4, N, carries -0.72; number 5, C, carries 0.86; number 6, C, carries -0.69; number 7, C, carries -0.45; number 8, C, carries -0.07

Density functional theory data (the ωB97M-V functional and the def2-TZVPD basis) for 2 unconnected molecules or ions with the total composition C5H11N5O2.

Geometry as XYZ:
```
23
Properties=species:S:1:pos:R:3:forces:R:3
O 0.9127 -0.2712 -1.5607 -0.0139 -0.0047 -0.1859
O -2.8224 0.8743 0.4462 -0.2840 -0.7148 -0.1019
N -1.8003 1.4506 1.1144 0.4415 0.1651 0.3778
N 1.6700 -3.7094 -0.7359 -0.1039 -0.1319 -0.0905
N 1.0941 -2.7238 -2.7482 0.0514 0.3012 0.5443
N -0.0919 1.5388 2.3440 -0.0920 0.0719 -0.0177
N -0.9613 0.7131 1.8222 -0.2060 0.1954 -0.0741
C 1.3279 -2.6089 -1.5000 -0.0399 0.0004 -0.5153
C 0.9925 0.9899 -0.9399 1.2695 0.4790 -1.4631
C -1.5178 2.7622 1.1476 -0.2722 0.0205 -0.2479
C -0.3998 2.7948 1.9535 0.1227 0.1072 0.0770
C 1.3619 -1.3040 -0.7321 -0.0367 -0.1078 0.0267
H 0.3983 1.0307 -0.0833 -0.9065 0.0095 1.4495
H -2.1132 3.5026 0.6156 0.3081 -0.3499 0.2783
H 2.0383 1.2389 -0.6572 -0.4273 -0.1101 -0.1609
H 0.1883 3.6438 2.2666 -0.0786 -0.1002 -0.0351
H 0.9295 -1.7896 -3.1294 0.0392 -0.2128 0.0047
H 1.5068 -4.5806 -1.2233 0.0379 0.0649 0.0743
H -2.7221 -0.0827 0.6500 -0.0408 0.5757 -0.1280
H 1.3387 -3.7124 0.2154 0.0510 0.0180 0.0375
H 0.6271 1.7371 -1.6573 0.1851 -0.2532 0.1304
H 0.7296 -1.3798 0.1651 0.0474 -0.0228 0.0259
H 2.3932 -1.1232 -0.3955 -0.0522 -0.0007 -0.0060
```
Positions in Å, forces in eV/Å.

Properties
Energy relative to the best compared isomer or geometry (same formula, charge and spin) in kJ/mol: 453.1
HOMO in eV: -9.24

natural (NBO) atomic charge list, values in e, 8 entries: number 1, O, carries -0.54; number 2, O, carries -0.49; number 3, N, carries 0.13; number 4, N, carries -0.82; number 5, N, carries -0.70; number 6, N, carries -0.24; number 7, N, carries -0.12; number 8, C, carries 0.41

Density functional theory data (the ωB97M-V functional and the def2-TZVPD basis) for a molecular structure, C6H11AlClIO4PS.

Geometry as XYZ:
```
26
Properties=species:S:1:pos:R:3:forces:R:3
I 1.7234 -2.3723 -0.1699 0.4159 -0.2084 0.5327
Cl 0.8985 2.8759 2.6040 -0.3795 -0.2832 0.2230
S -1.2131 2.0679 -3.1679 -0.5181 -0.1821 -0.2096
P -1.1415 -0.9248 1.1906 0.3862 -0.0010 1.8403
Al 0.3229 0.5973 -2.3818 0.8790 0.1763 0.2105
O -0.3000 -0.7402 -1.3100 0.0824 0.4023 -0.2557
O 1.0574 1.4319 -0.9604 0.1588 -0.9417 -0.9002
O 1.4044 -0.1176 -3.5953 -0.6023 0.2332 0.5386
O 3.0736 2.9310 1.2847 3.1583 2.9040 -0.6497
C -1.4128 -2.6973 1.6535 -0.2314 0.2582 -0.7587
C 2.1094 0.8228 1.0237 -1.6503 0.2237 1.0309
C 0.2641 -0.7509 -0.0552 -1.5619 0.9063 -1.6555
C 2.2036 2.2366 1.5483 -1.7314 -2.4309 -0.0591
C 0.8276 0.7046 0.2008 0.2012 0.2592 -0.4667
C -2.6571 -0.3706 0.2938 0.6106 -0.9205 -0.3047
H -0.5184 3.1545 -3.5428 0.2677 -0.3119 0.1684
H -2.6225 0.7090 0.2673 -0.1926 0.2494 -0.0673
H -2.7455 -0.7750 -0.7104 0.0920 0.0680 -0.1744
H 2.1228 0.1537 1.8835 0.0513 -0.2149 -0.0124
H -2.4612 -2.7845 1.9295 -0.1903 -0.0046 0.0118
H -1.1977 -3.4252 0.8739 0.0580 -0.0814 -0.0492
H -0.0342 1.2095 0.6500 0.1176 -0.1538 0.7606
H -3.5025 -0.7358 0.8719 -0.0957 0.2204 0.2460
H 1.7008 -0.9767 -3.2734 0.0718 0.0962 -0.1099
H -0.8393 -2.9070 2.5447 0.3048 -0.1004 0.0873
H 2.9372 0.6833 0.3467 0.2978 -0.1624 0.0227
```
Positions in Å, forces in eV/Å.

Properties
Total charge: -1
HOMO in eV: -5.13

natural (NBO) atomic charge list, values in e, 8 entries: number 1, I, carries -0.04; number 2, Cl, carries -0.14; number 3, S, carries -0.74; number 4, P, carries 0.74; number 5, Al, carries 1.90; number 6, O, carries -0.96; number 7, O, carries -0.95; number 8, O, carries -1.20

| no. | DFT total energy (Ha) |
| --- | --- |
| 1 | -2522.575412 |
| 2 | -1472.275134 |
| 3 | -981.845877 |
| 4 | -621.267704 |
| 5 | -2276.316065 |